No. 1
DFT (ωB97M-V/def2-TZVPD) results for the molecule C4H10O at a distorted geometry.

The geometry in ORCA input format:
```
! RIJCOSX wB97M-V def2-TZVPD def2/J DEFGRID3
* xyz 0 1
C 1.967 -0.316 0.002
C -0.311 -0.176 0.254
C -1.595 -0.938 -0.073
C -0.392 1.320 -0.174
H 2.209 0.590 -0.739
H 2.761 -1.214 -0.038
H 1.911 0.112 1.166
H -0.085 -0.279 1.377
H -2.456 -0.589 0.547
H -1.341 -1.990 0.044
H -1.955 -0.852 -1.104
H 0.400 1.982 0.189
H -0.472 1.426 -1.268
H -1.345 1.756 0.240
O 0.705 -0.832 -0.421
*
```

SMILES string: COC(C)C
maximum force: 3.22 eV Å⁻¹
E_HOMO: -9.73 eV

No. 2
DFT (ωB97M-V/def2-TZVPD) results for a structure of composition CF4N2O at a distorted geometry.

The geometry in ORCA input format:
```
! RIJCOSX wB97M-V def2-TZVPD def2/J DEFGRID3
* xyz 0 1
C 1.190 -0.109 0.053
N -1.277 -0.382 0.639
N -0.650 0.263 -0.282
O -1.022 0.986 -1.188
F 1.695 -0.131 -1.238
F 1.699 0.831 0.813
F 1.248 -1.320 0.579
F -2.698 -0.282 0.549
*
```

maximum force: 3.18 eV Å⁻¹
E_HOMO: -10.98 eV

No. 3
DFT (ωB97M-V/def2-TZVPD) results for a cluster of 9 separate species, C36H99N9O9 in total at a distorted geometry.

The geometry in ORCA input format:
```
! RIJCOSX wB97M-V def2-TZVPD def2/J DEFGRID3
* xyz 0 1
C -5.017 -0.527 12.868
C -4.812 0.147 14.223
C -6.118 0.159 14.994
O -5.935 0.945 16.162
C -7.133 1.186 16.830
N -3.732 -0.552 14.951
H -4.055 -0.571 12.350
H -5.701 0.022 12.221
H -5.354 -1.565 12.950
H -4.490 1.174 14.040
H -6.381 -0.858 15.320
H -6.935 0.566 14.382
H -6.937 1.811 17.699
H -7.618 0.257 17.170
H -7.874 1.682 16.186
H -3.802 -0.251 15.922
H -3.978 -1.540 14.984
C -10.732 -1.768 20.732
C -11.550 -1.084 21.823
C -11.426 -1.769 23.163
O -12.095 -3.012 23.108
C -11.900 -3.804 24.253
N -11.131 0.319 21.950
H -10.537 -1.139 19.864
H -11.231 -2.697 20.455
H -9.736 -2.038 21.107
H -12.607 -1.141 21.519
H -11.924 -1.121 23.905
H -10.374 -1.869 23.460
H -10.920 -3.629 24.707
H -12.003 -4.854 23.985
H -12.664 -3.589 25.014
H -11.798 0.856 22.492
H -11.138 0.750 21.029
C -10.903 -1.211 11.176
C -12.271 -1.759 10.810
C -13.391 -0.992 11.448
O -13.487 -1.340 12.815
C -14.481 -0.616 13.476
N -12.443 -1.617 9.325
H -10.640 -1.455 12.208
H -10.888 -0.123 11.072
H -10.121 -1.612 10.528
H -12.326 -2.825 11.055
H -14.334 -1.097 10.888
H -13.202 0.096 11.415
H -14.262 0.463 13.476
H -14.552 -0.981 14.497
H -15.456 -0.715 12.977
H -11.705 -2.150 8.875
H -13.299 -2.096 9.059
C -9.795 3.479 17.977
C -10.075 2.622 19.214
C -9.792 3.405 20.475
O -8.465 3.803 20.633
C -7.571 2.754 20.970
N -11.468 2.167 19.245
H -10.394 4.397 17.982
H -9.901 2.970 17.019
H -8.746 3.805 18.000
H -9.426 1.750 19.103
H -10.136 2.809 21.336
H -10.459 4.273 20.461
H -6.574 3.097 20.696
H -7.783 1.837 20.418
H -7.593 2.532 22.041
H -11.725 1.726 18.369
H -12.071 2.990 19.237
C -15.362 7.287 11.451
C -15.610 7.356 12.959
C -14.711 6.379 13.683
O -15.077 5.071 13.303
C -14.271 4.100 13.923
N -15.387 8.698 13.506
H -16.007 7.978 10.902
H -15.492 6.279 11.060
H -14.337 7.626 11.276
H -16.656 7.117 13.154
H -14.876 6.503 14.763
H -13.651 6.559 13.462
H -14.533 3.129 13.505
H -14.460 4.070 15.008
H -13.201 4.295 13.777
H -14.515 9.108 13.185
H -16.107 9.304 13.123
C -10.550 -6.167 14.582
C -11.931 -5.965 15.196
C -12.385 -7.265 15.850
O -12.746 -8.190 14.842
C -12.785 -9.516 15.290
N -11.835 -4.875 16.169
H -9.815 -6.409 15.356
H -10.188 -5.266 14.085
H -10.599 -6.968 13.844
H -12.622 -5.736 14.381
H -13.235 -7.096 16.530
H -11.571 -7.685 16.460
H -11.912 -9.789 15.898
H -12.752 -10.180 14.425
H -13.698 -9.710 15.865
H -12.706 -4.747 16.678
H -11.145 -5.132 16.882
C -7.842 -5.050 17.819
C -8.758 -5.162 19.024
C -8.997 -3.827 19.678
O -7.838 -3.503 20.420
C -7.950 -2.263 21.073
N -10.051 -5.698 18.527
H -7.625 -6.062 17.458
H -6.866 -4.637 18.079
H -8.300 -4.470 17.019
H -8.285 -5.867 19.715
H -9.850 -3.876 20.373
H -9.170 -3.063 18.908
H -8.753 -2.282 21.824
H -8.129 -1.431 20.380
H -7.017 -2.070 21.600
H -10.710 -5.733 19.306
H -9.917 -6.682 18.304
C -10.367 -1.264 16.818
C -11.309 -1.047 15.637
C -10.960 0.202 14.864
O -11.073 1.374 15.639
C -12.376 1.757 15.929
N -11.277 -2.225 14.767
H -9.312 -1.214 16.527
H -10.492 -2.275 17.223
H -10.564 -0.575 17.640
H -12.303 -0.974 16.114
H -11.549 0.277 13.935
H -9.926 0.115 14.517
H -13.002 0.962 16.341
H -12.861 2.240 15.065
H -12.368 2.572 16.659
H -11.400 -3.027 15.394
H -12.107 -2.205 14.176
C -11.680 6.415 10.952
C -10.863 7.265 11.887
C -9.867 6.419 12.664
O -10.556 5.374 13.296
C -9.799 4.752 14.321
N -10.211 8.340 11.117
H -10.978 5.806 10.370
H -12.357 6.960 10.301
H -12.293 5.694 11.497
H -11.469 7.825 12.610
H -9.345 7.042 13.402
H -9.132 6.026 11.940
H -8.833 4.438 13.914
H -10.378 3.909 14.693
H -9.641 5.428 15.173
H -9.515 8.820 11.682
H -9.663 7.944 10.355
*
```

SMILES string: COC[C@H](C)N.COC[C@H](C)N.COC[C@H](C)N.COC[C@H](C)N.COC[C@H](C)N.COC[C@H](C)N.COC[C@H](C)N.COC[C@H](C)N.COC[C@H](C)N
maximum force: 2.80 eV Å⁻¹
E_HOMO: -8.77 eV

No. 4
DFT (ωB97M-V/def2-TZVPD) results for a structure of composition C5H5NO5Zn at a distorted geometry.

The geometry in ORCA input format:
```
! RIJCOSX wB97M-V def2-TZVPD def2/J DEFGRID3
* xyz 2 1
O 1.951 4.741 -2.568
C 1.393 3.897 -2.062
Zn -0.043 1.644 -0.729
C -1.311 1.639 -2.087
C -0.365 2.714 0.753
O -2.086 1.627 -2.944
O -0.547 3.381 1.681
N -0.352 -2.930 0.388
C 0.583 -2.064 1.180
C 0.214 -0.571 0.981
O -0.118 0.087 1.956
O 0.303 -0.177 -0.248
H -1.322 -2.772 0.702
H -0.107 -3.914 0.554
H -0.267 -2.724 -0.616
H 0.480 -2.325 2.223
H 1.595 -2.255 0.836
*
```

maximum force: 8.94 eV Å⁻¹
E_HOMO: -18.04 eV

No. 5
DFT (ωB97M-V/def2-TZVPD) results for the ion C6H15N2O with charge +1 at a distorted geometry.

The geometry in ORCA input format:
```
! RIJCOSX wB97M-V def2-TZVPD def2/J DEFGRID3
* xyz 1 1
C 0.908 -0.441 0.276
C 3.312 0.526 -0.025
C -2.091 0.384 -1.325
C -2.585 0.229 1.032
C 2.552 -0.673 -0.511
C -0.607 -0.891 0.140
N -0.953 -2.054 0.005
N -1.520 0.269 0.065
O 0.769 1.031 0.359
H 1.016 -0.846 1.235
H 3.384 0.296 0.995
H 2.871 1.467 -0.454
H 4.323 0.741 -0.404
H -1.416 0.698 -2.045
H -2.662 -0.459 -1.722
H -2.726 1.343 -1.373
H -3.152 -0.722 1.005
H -2.214 0.220 2.072
H -3.247 1.081 1.003
H 3.022 -1.560 -0.126
H 2.389 -0.668 -1.592
H 1.511 1.308 0.917
H -1.924 -2.393 -0.019
H -0.960 1.113 0.493
*
```

SMILES string: [H]/N=C(/[C@H](O)CC)[NH+](C)C
maximum force: 3.63 eV Å⁻¹
E_HOMO: -14.18 eV

No. 6
DFT (ωB97M-V/def2-TZVPD) results for the ion C5H11N2 with charge +1 at a distorted geometry.

The geometry in ORCA input format:
```
! RIJCOSX wB97M-V def2-TZVPD def2/J DEFGRID3
* xyz 1 1
C 1.710 -1.123 0.264
C 2.066 -0.095 0.946
C 0.010 1.998 -0.779
C -1.451 -1.559 0.747
C 0.257 0.446 -0.976
N -0.524 -0.597 1.146
N 0.611 -0.216 0.349
H 1.800 -2.077 -0.169
H 2.418 0.472 1.748
H -0.542 2.132 0.131
H 0.849 2.537 -0.976
H -0.696 2.203 -1.642
H -0.973 -2.561 0.768
H -2.175 -1.501 1.544
H -1.916 -1.288 -0.154
H 0.944 0.350 -1.762
H -0.677 -0.038 -1.166
H -1.065 0.110 1.665
*
```

SMILES string: CC[N+]1(NC)C=C1
maximum force: 5.26 eV Å⁻¹
E_HOMO: -14.10 eV